Entry 1:
The following is a DFT calculation (wB97M-V/def2-TZVPD) of the ion C4H5O4 with charge -1.

XYZ file:
```
13
Properties=species:S:1:pos:R:3:forces:R:3
O 0.328 -1.448 2.836 0.4 0.6 -0.3
C -0.211 -1.166 1.739 -0.1 -1.6 0.6
O -1.364 -1.508 1.397 -0.1 0.5 -0.4
C 0.715 -0.448 0.688 -1.1 -0.2 1.1
C -0.028 -0.293 -0.630 -0.3 -0.6 -0.5
C 0.073 1.051 -1.235 0.4 2.3 -1.4
O 1.033 1.683 -1.645 0.1 -1.1 0.5
O -1.134 1.674 -1.370 -1.2 -1.2 0.7
H 1.648 -1.014 0.710 -0.1 0.3 -0.4
H 0.868 0.516 1.174 0.4 0.2 -0.3
H -1.088 -0.538 -0.502 0.2 0.3 0.6
H 0.231 -1.044 -1.382 0.6 0.2 0.0
H -1.070 2.535 -1.781 0.7 0.2 -0.2
```
Forces are in eV/Å.

SMILES = O=C([O-])CCC(=O)O
ΔE to the lowest compared entry with this formula, charge and spin = 6.7 kcal/mol
charge = -1
HOMO level = -4.0 eV

Results of the natural (NBO) charge analysis, in e, for atoms 1 through 6:
1 O -0.790
2 C 0.762
3 O -0.785
4 C -0.526
5 C -0.554
6 C 0.811

Entry 2:
The following is a DFT calculation (wB97M-V/def2-TZVPD) of a structure of composition C32H27Cl3F5N4O2STi.

XYZ file:
```
75
Properties=species:S:1:pos:R:3:forces:R:3
Ti -0.213 -0.307 -0.029 1.5 2.4 -1.2
C 2.728 -0.121 1.514 0.1 0.3 0.0
N 1.703 -1.075 1.136 0.0 -0.2 0.2
C 0.991 -1.614 2.288 0.0 0.0 0.5
C -0.162 -2.464 1.818 0.1 0.2 -1.0
C -0.734 -3.436 2.607 -0.4 -0.6 0.1
C -1.714 -4.275 2.072 0.5 0.7 -0.8
C -2.046 -4.101 0.722 0.0 -0.6 1.0
C -1.459 -3.094 0.002 0.8 0.9 -0.2
N -0.547 -2.238 0.528 -1.0 -2.7 1.6
C 2.266 -2.087 0.244 0.2 -0.4 -0.6
C 2.191 -1.558 -1.166 1.0 -0.4 0.1
C 3.209 -1.776 -2.064 -0.2 0.1 0.2
C 3.116 -1.283 -3.366 0.2 -0.1 -0.2
C 1.954 -0.567 -3.689 -0.2 0.0 0.3
C 0.986 -0.369 -2.742 -0.2 0.3 -1.1
N 1.062 -0.841 -1.463 0.7 -0.4 -0.3
C 2.157 1.252 1.742 -0.3 0.1 0.1
C 2.999 2.337 1.932 0.0 0.3 0.1
C 2.437 3.596 2.088 -0.3 -0.4 -0.1
C 1.049 3.701 2.094 0.4 0.1 0.1
C 0.295 2.560 1.900 -0.2 -0.2 0.1
N 0.828 1.355 1.690 1.1 0.3 0.3
H 3.451 -0.054 0.694 -0.1 0.0 0.0
H 3.280 -0.452 2.415 -0.1 0.0 -0.2
H 0.597 -0.772 2.876 0.1 -0.2 -0.1
H 1.655 -2.212 2.943 -0.2 0.1 -0.1
H -0.409 -3.550 3.633 0.0 0.0 0.0
H -2.178 -5.042 2.669 -0.1 -0.1 0.1
H -2.761 -4.753 0.245 -0.1 0.0 -0.1
H -1.688 -2.920 -1.042 -0.1 0.1 0.1
H 1.677 -3.009 0.311 0.1 0.2 0.1
H 3.308 -2.343 0.506 -0.2 0.1 0.0
H 4.090 -2.317 -1.745 0.0 -0.1 0.1
H 3.902 -1.442 -4.084 0.1 0.0 -0.1
H 1.823 -0.162 -4.681 -0.1 0.1 -0.1
H 0.096 0.208 -2.972 0.1 -0.1 0.1
H 4.072 2.200 1.927 0.0 0.0 0.0
H 3.060 4.471 2.201 0.1 0.1 0.0
H 0.564 4.654 2.234 -0.1 0.1 0.0
H -0.785 2.605 1.911 0.0 0.0 -0.1
F 3.681 5.280 -3.143 -0.2 -0.1 0.1
C 2.605 4.651 -2.617 -0.2 -0.1 0.1
C 2.742 3.414 -1.996 0.2 0.1 -0.1
F 3.960 2.837 -1.903 -0.3 0.2 0.0
C 1.629 2.792 -1.476 -0.5 -0.3 0.2
F 1.780 1.569 -0.888 0.5 1.1 -0.5
C 0.322 3.329 -1.523 1.0 0.6 -0.3
S -0.993 2.480 -0.879 -0.7 -0.4 0.1
C 0.234 4.601 -2.144 0.1 -0.6 0.3
F -0.957 5.223 -2.226 0.2 -0.1 0.0
C 1.337 5.231 -2.685 0.4 0.0 -0.1
F 1.211 6.429 -3.295 0.0 -0.1 0.1
C -3.437 -2.419 -3.722 0.0 0.1 0.0
C -3.547 -0.951 -3.286 0.0 0.0 -0.1
C -4.936 -0.696 -2.693 0.1 0.0 -0.1
C -3.338 -0.049 -4.508 0.0 -0.1 0.1
C -2.526 -0.668 -2.268 -0.6 -0.2 -0.5
C -1.690 -0.460 -1.418 -0.5 -0.4 -0.4
H -4.181 -2.639 -4.489 -0.1 -0.1 -0.1
H -3.607 -3.082 -2.876 0.0 -0.1 0.1
H -2.448 -2.622 -4.131 0.1 0.0 0.0
H -5.712 -0.916 -3.427 -0.1 0.0 -0.1
H -5.028 0.344 -2.390 0.0 0.1 0.1
H -5.094 -1.325 -1.819 0.0 0.0 0.1
H -4.112 -0.237 -5.254 -0.1 0.0 -0.1
H -2.367 -0.242 -4.963 0.1 0.0 0.0
H -3.384 0.998 -4.216 0.1 0.1 0.0
Cl -3.921 -1.649 2.298 -0.1 -0.2 0.1
C -3.485 0.070 2.424 0.2 0.2 -0.5
Cl -4.248 0.768 3.839 0.0 0.1 0.2
Cl -4.007 0.889 0.944 -0.3 0.1 0.2
C -1.910 0.097 2.495 -0.7 0.2 1.1
O -1.370 0.098 3.589 -0.1 -0.1 -0.2
O -1.411 0.081 1.353 -1.3 0.3 1.3
```
Forces are in eV/Å.

ΔE to the lowest compared entry with this formula, charge and spin = 32.2 kcal/mol
charge = -1
HOMO level (spin up / spin down) = -2.1 / -4.0 eV
expectation value of S² = 2.024
spin multiplicity = 3

Results of the Löwdin charge analysis, in e, for atoms 1 through 6:
1 Ti 0.793
2 C -0.112
3 N -0.212
4 C -0.112
5 C -0.239
6 C -0.020

Entry 3:
The following is a DFT calculation (wB97M-V/def2-TZVPD) of a structure of composition C35H41N4OPS4W.

XYZ file:
```
87
Properties=species:S:1:pos:R:3:forces:R:3
W 0.105 -0.276 1.095 0.3 -0.1 0.1
C -1.582 2.292 0.681 -0.1 0.0 0.1
N -1.821 0.912 1.177 -0.2 0.2 0.0
C -2.791 0.265 0.268 0.0 0.1 -0.2
C -2.916 -1.173 0.635 0.0 0.0 -0.1
C -4.114 -1.850 0.493 0.2 0.0 0.1
C -4.186 -3.179 0.879 0.1 0.0 0.0
C -3.053 -3.751 1.428 0.0 0.1 0.0
C -1.894 -3.003 1.532 0.0 -0.1 0.1
N -1.788 -1.732 1.115 -0.2 0.1 -0.1
C -2.400 0.960 2.558 -0.1 0.1 -0.1
C -1.414 0.618 3.637 -0.2 0.1 0.1
C -1.697 0.906 4.965 0.2 0.0 -0.1
C -0.774 0.566 5.936 0.0 0.0 -0.1
C 0.414 -0.031 5.543 0.0 0.0 -0.1
C 0.629 -0.280 4.205 0.0 0.1 0.1
N -0.283 0.017 3.261 0.0 -0.2 -0.1
C -0.400 2.850 1.396 0.0 0.0 -0.1
C -0.299 4.181 1.763 0.1 -0.1 0.0
C 0.840 4.606 2.427 0.0 -0.1 0.0
C 1.818 3.667 2.719 -0.1 0.0 -0.1
C 1.641 2.359 2.314 0.1 0.0 0.0
N 0.561 1.943 1.633 0.0 -0.1 0.1
H -2.484 2.899 0.828 0.2 0.0 -0.1
H -1.381 2.231 -0.388 0.0 0.0 0.1
H -2.390 0.363 -0.741 -0.1 -0.1 0.1
H -3.756 0.784 0.315 0.1 -0.1 0.0
H -4.975 -1.331 0.098 0.0 0.0 0.0
H -5.101 -3.740 0.772 -0.1 0.0 0.0
H -3.047 -4.770 1.782 0.0 -0.1 0.0
H -1.018 -3.461 1.964 0.0 0.0 0.0
H -3.242 0.262 2.598 0.1 0.1 0.1
H -2.806 1.962 2.728 0.0 -0.1 0.0
H -2.625 1.393 5.221 -0.1 0.0 0.0
H -0.970 0.774 6.977 0.0 0.0 0.1
H 1.175 -0.301 6.257 0.1 0.0 0.1
H 1.550 -0.720 3.852 0.0 0.0 0.1
H -1.102 4.863 1.529 -0.1 0.0 0.0
H 0.956 5.638 2.722 0.0 0.1 0.0
H 2.718 3.934 3.251 0.0 0.0 0.0
H 2.395 1.612 2.523 -0.1 0.1 0.0
O 6.293 -3.410 2.101 0.2 -0.1 0.0
C 5.249 -2.888 1.923 -0.2 0.1 0.0
S 3.674 -3.653 2.350 0.0 0.1 0.0
C 2.706 -2.318 1.793 0.3 0.1 -0.1
C 3.338 -1.220 1.289 0.0 -0.3 0.2
S 2.377 -0.002 0.586 0.0 0.1 -0.2
S 5.074 -1.240 1.216 -0.1 0.0 0.0
S 1.008 -2.312 1.791 -0.2 0.1 0.3
C -0.352 0.497 -4.413 0.1 0.1 0.0
C -1.055 0.330 -3.047 0.1 0.0 -0.1
C -1.603 1.736 -2.756 -0.1 0.1 0.1
C -2.236 -0.635 -3.212 0.0 0.0 0.0
P 0.222 -0.273 -1.745 -0.1 -0.1 0.2
C 1.582 0.856 -2.182 0.0 0.0 -0.2
C 2.612 0.542 -3.065 0.0 -0.1 0.1
C 3.571 1.485 -3.401 -0.1 0.1 0.0
C 3.498 2.770 -2.885 0.0 0.0 0.0
C 2.465 3.103 -2.023 0.0 0.0 0.0
C 1.523 2.151 -1.673 0.0 0.1 0.1
C 0.675 -2.061 -2.249 0.0 0.1 -0.2
C 0.772 -2.379 -3.755 0.0 -0.1 0.1
C 2.029 -2.453 -1.650 0.0 0.0 0.0
C -0.397 -3.006 -1.691 -0.1 0.1 0.2
H -1.131 0.631 -5.164 -0.1 0.0 -0.1
H 0.264 -0.337 -4.723 -0.1 0.1 0.0
H 0.269 1.391 -4.420 0.0 0.0 0.0
H -1.992 2.128 -3.695 0.0 0.0 -0.1
H -0.831 2.437 -2.432 -0.1 -0.1 -0.1
H -2.448 1.765 -2.068 0.1 -0.1 0.1
H -3.023 -0.127 -3.769 -0.1 0.0 0.0
H -2.669 -0.984 -2.274 0.0 0.1 0.1
H -1.967 -1.520 -3.779 0.0 -0.1 -0.1
H 2.691 -0.441 -3.500 0.0 0.0 0.0
H 4.368 1.213 -4.076 0.1 0.0 -0.1
H 4.239 3.507 -3.156 0.0 0.0 0.0
H 2.397 4.104 -1.619 0.0 0.0 0.0
H 0.741 2.428 -0.977 0.0 0.0 0.0
H 1.554 -1.838 -4.280 0.0 0.0 0.0
H -0.161 -2.246 -4.290 -0.1 0.0 0.0
H 1.028 -3.437 -3.827 0.0 -0.1 0.0
H 2.864 -1.979 -2.163 0.0 0.0 0.0
H 2.135 -3.530 -1.772 0.1 -0.1 0.0
H 2.120 -2.237 -0.593 -0.1 -0.1 -0.1
H -1.369 -2.869 -2.165 0.0 0.0 0.0
H -0.515 -2.911 -0.612 0.1 0.0 -0.1
H -0.078 -4.027 -1.894 0.0 -0.1 0.0
```
Forces are in eV/Å.

ΔE to the lowest compared entry with this formula, charge and spin = 0.0 kcal/mol
charge = +2
HOMO level (spin up / spin down) = -12.8 / -12.8 eV

Results of the Löwdin charge analysis, in e, for atoms 1 through 6:
1 W 1.003
2 C -0.110
3 N -0.249
4 C -0.139
5 C -0.279
6 C 0.014

Entry 4:
The following is a DFT calculation (wB97M-V/def2-TZVPD) of a structure of composition C28H33IrN8O4S.

XYZ file:
```
75
Properties=species:S:1:pos:R:3:forces:R:3
Ir -0.297 0.015 -0.161 0.2 -0.1 0.0
C 3.507 -0.639 1.999 0.0 0.0 0.0
O 2.336 -1.275 1.467 0.1 0.0 -0.1
C 1.775 -2.291 2.172 0.1 0.2 0.1
C 2.447 -2.994 3.165 0.0 0.0 0.0
C 1.807 -4.018 3.841 0.0 0.0 0.0
C 0.489 -4.351 3.544 0.1 0.0 0.0
C -0.187 -3.645 2.575 -0.1 -0.1 -0.1
C 0.446 -2.609 1.884 0.0 -0.1 -0.2
N -0.285 -1.825 0.938 -0.1 0.3 0.3
N -1.494 -2.099 0.833 0.1 -0.2 0.1
C -2.092 -1.117 -0.028 -0.5 0.3 -0.1
C -1.760 -1.159 -1.452 0.3 0.1 0.1
O -0.519 -1.400 -1.732 0.0 -0.1 -0.2
C -2.702 -0.714 -2.427 -0.1 -0.1 0.0
C -3.928 -0.313 -2.026 0.0 0.0 0.0
C -4.324 -0.251 -0.639 0.0 0.0 -0.1
C -5.604 0.195 -0.283 0.0 0.0 -0.1
C -5.990 0.219 1.039 0.0 0.0 0.1
C -5.102 -0.206 2.029 0.0 0.0 0.0
C -3.834 -0.644 1.697 0.0 0.0 0.1
C -3.432 -0.666 0.362 0.1 -0.2 -0.1
H 3.333 -0.332 3.029 0.0 0.0 0.0
H 3.673 0.237 1.378 0.0 0.0 0.0
H 4.372 -1.300 1.948 0.0 0.0 0.0
H 3.468 -2.745 3.413 0.0 0.0 0.0
H 2.343 -4.560 4.609 0.0 0.0 0.0
H -0.007 -5.153 4.072 0.0 0.0 0.0
H -1.214 -3.884 2.342 0.0 0.0 0.0
H -2.401 -0.723 -3.466 0.0 0.0 0.0
H -4.651 -0.001 -2.771 0.0 0.0 0.0
H -6.289 0.507 -1.062 0.0 0.0 0.0
H -6.981 0.554 1.312 0.0 0.0 0.0
H -5.411 -0.196 3.066 0.0 0.0 0.0
H -3.151 -0.971 2.471 0.0 0.0 0.0
C 1.837 4.305 0.406 0.0 0.0 0.0
N 1.232 3.007 0.666 0.1 -0.2 -0.2
C 0.330 2.787 1.593 0.0 -0.1 0.1
N -0.026 3.771 2.419 -0.1 0.0 0.0
S -0.449 1.245 1.832 0.1 0.1 -0.1
H 2.418 4.225 -0.510 0.0 0.0 0.0
H 2.505 4.606 1.215 0.0 0.0 0.0
H 1.070 5.067 0.261 0.0 0.0 0.0
H 1.560 2.197 0.126 -0.1 0.1 0.1
H 0.468 4.648 2.447 0.0 0.0 0.0
H -0.743 3.609 3.106 0.0 0.0 0.0
N -3.903 3.744 -1.182 0.1 0.0 0.0
C -2.704 3.238 -1.543 -0.1 0.1 0.0
C -2.126 2.168 -0.841 0.1 0.0 0.0
N -0.959 1.657 -1.227 0.1 0.0 0.2
C -0.328 2.200 -2.279 -0.1 -0.1 0.0
C -0.920 3.261 -2.942 0.0 0.0 0.0
N -2.090 3.776 -2.596 0.1 0.0 0.0
H -4.398 3.415 -0.374 0.0 0.0 0.0
H -4.266 4.531 -1.693 0.0 0.0 0.0
H -2.609 1.733 0.021 0.0 0.0 0.0
H 0.632 1.810 -2.568 0.0 0.0 0.0
H -0.419 3.706 -3.793 0.0 0.0 0.0
O 2.768 1.488 -2.275 0.0 0.0 0.0
C 2.366 0.508 -1.688 0.3 0.0 0.1
O 1.782 0.529 -0.522 -0.2 0.1 0.2
C 2.605 -0.863 -2.325 0.0 0.0 -0.1
N 2.339 -1.976 -1.337 0.0 0.1 0.0
C 3.467 -2.963 -1.443 0.0 0.0 0.0
C 4.644 -2.065 -1.782 0.0 0.0 0.0
C 4.049 -1.093 -2.804 0.0 -0.1 0.0
H 1.892 -0.951 -3.146 0.0 -0.1 0.1
H 1.407 -2.373 -1.477 0.0 0.0 0.0
H 2.349 -1.560 -0.389 -0.2 0.0 0.0
H 3.239 -3.654 -2.252 0.0 0.0 0.0
H 3.547 -3.511 -0.507 0.0 0.0 0.0
H 5.485 -2.629 -2.178 0.0 0.0 0.0
H 4.985 -1.537 -0.887 0.0 0.0 0.0
H 4.038 -1.551 -3.792 0.0 0.0 0.0
H 4.583 -0.150 -2.883 0.0 0.0 0.0
```
Forces are in eV/Å.

ΔE to the lowest compared entry with this formula, charge and spin = 33.5 kcal/mol
charge = +2
HOMO level = -13.8 eV

Results of the Löwdin charge analysis, in e, for atoms 1 through 6:
1 Ir 1.200
2 C -0.024
3 O -0.169
4 C -0.228
5 C 0.008
6 C -0.027

Entry 5:
The following is a DFT calculation (wB97M-V/def2-TZVPD) of a cluster of 2 separate species, C4H8N2O in total.

XYZ file:
```
15
Properties=species:S:1:pos:R:3:forces:R:3
N -0.148 -1.450 -0.200 -0.1 -0.1 0.0
C -0.841 -0.894 0.850 0.0 -0.1 0.0
O -0.970 -1.480 1.907 0.1 0.2 -0.2
C -1.415 0.500 0.604 -0.1 -0.1 0.1
N -0.431 1.618 0.500 -0.1 -0.1 0.1
C 0.844 1.278 -0.206 0.0 0.2 -0.1
C -0.013 1.920 -0.900 0.2 -0.1 0.0
H 0.090 -2.429 -0.112 0.0 0.2 0.0
H -0.231 -1.070 -1.130 0.0 0.0 0.1
H -2.046 0.468 -0.297 0.1 0.0 0.1
H -2.054 0.715 1.463 0.1 0.0 -0.2
H 1.800 0.851 0.049 -0.2 0.1 -0.1
H -0.396 2.473 -1.742 0.1 -0.1 0.2
H 3.272 -1.222 -0.445 0.0 0.0 0.0
H 2.537 -1.278 -0.339 0.1 0.0 0.0
```
Forces are in eV/Å.

SMILES = NC(=O)CN1C=C1.[H][H]
ΔE to the lowest compared entry with this formula, charge and spin = 120.9 kcal/mol
charge = 0
HOMO level = -8.6 eV

Results of the natural (NBO) charge analysis, in e, for atoms 1 through 6:
1 N -0.843
2 C 0.658
3 O -0.593
4 C -0.346
5 N -0.427
6 C -0.057

Entry 6:
The following is a DFT calculation (wB97M-V/def2-TZVPD) of the molecule C4H8N2.

XYZ file:
```
14
Properties=species:S:1:pos:R:3:forces:R:3
C 1.888 -0.109 0.259 0.3 0.1 0.0
N 0.493 -0.330 0.522 0.1 -0.1 0.2
C -0.511 0.258 -0.337 0.1 -0.2 -0.1
C -1.632 -0.808 -0.400 -0.2 0.1 0.0
C -0.786 1.668 0.082 -0.1 0.7 0.3
N -0.772 2.776 0.421 -0.2 -1.2 -0.4
H 2.099 -0.457 -0.758 0.1 0.1 0.1
H 2.439 -0.754 0.948 0.2 0.2 -0.1
H 2.243 0.927 0.367 -0.1 -0.1 0.0
H 0.228 -0.205 1.491 0.2 0.0 0.0
H -0.103 0.386 -1.347 0.1 -0.2 0.2
H -1.652 -1.237 -1.405 -0.2 0.1 0.1
H -1.300 -1.614 0.262 -0.3 0.2 -0.1
H -2.634 -0.502 -0.105 0.1 0.2 -0.1
```
Forces are in eV/Å.

SMILES = CN[C@@H](C)C#N
ΔE to the lowest compared entry with this formula, charge and spin = 22.4 kcal/mol
charge = 0
HOMO level = -9.3 eV

Results of the natural (NBO) charge analysis, in e, for atoms 1 through 6:
1 C -0.409
2 N -0.613
3 C -0.151
4 C -0.607
5 C 0.260
6 N -0.331